# 1
Here is a structure of composition C71H80N6O5ReSe at a distorted geometry from the Open Molecules 2025 dataset. Energies are from the ωB97M-V functional and the def2-TZVPD basis.

As for the HOMO-LUMO gap (spin up / spin down): 4.13 / 5.04 eV. Its charge is +2. Its spin multiplicity is 4. Its expectation value of S² is 4.029.

Each line ends with the Mulliken spin population.
Cartesian coordinates (Å):
Re 0.144 0.224 0.502  2.663
C 0.662 -3.153 1.163  0.027
O 1.481 -2.070 0.767  0.272
C 2.638 -1.771 1.466  0.084
C 3.688 -1.291 0.659  -0.095
C 3.491 -1.122 -0.836  0.033
C 3.643 0.306 -1.280  -0.084
C 4.428 0.698 -2.340  0.029
C 4.534 2.040 -2.730  -0.055
C 3.989 2.992 -1.870  0.009
C 3.172 2.655 -0.807  -0.059
C 2.612 3.738 0.087  0.001
C 1.256 3.428 0.684  0.006
C 0.174 3.774 -0.133  0.002
C -1.153 3.602 0.228  -0.009
C -1.384 3.047 1.482  -0.012
C -0.353 2.664 2.325  0.102
C -0.695 2.247 3.731  0.005
C -0.472 0.837 4.229  -0.014
C -1.100 0.498 5.411  0.008
C -0.922 -0.736 6.028  -0.016
C 0.094 -1.553 5.525  0.007
C 0.739 -1.293 4.334  -0.028
C 1.785 -2.297 3.878  -0.001
C 2.817 -1.875 2.854  -0.022
C 4.086 -1.605 3.355  0.001
C 5.163 -1.193 2.580  0.000
C 4.921 -1.003 1.223  -0.001
C 6.517 -0.974 3.239  -0.001
C 7.577 -0.455 2.264  0.000
C 7.032 -2.301 3.822  0.000
C 6.357 0.050 4.372  0.000
C 0.333 -0.148 3.585  0.051
O 0.594 -0.077 2.320  0.218
C -1.805 -1.221 7.160  -0.001
C -3.030 -0.325 7.363  0.000
C -2.297 -2.632 6.792  -0.002
C -0.989 -1.277 8.457  -0.003
C 1.002 2.867 1.949  -0.007
O 1.853 2.455 2.924  -0.007
C 3.251 2.603 2.897  0.000
C -2.326 4.075 -0.615  0.017
C -1.922 4.345 -2.067  0.003
C -3.455 3.034 -0.614  -0.008
C -2.874 5.362 0.021  0.002
C 2.866 1.287 -0.601  -0.085
O 1.868 0.912 0.138  0.152
C 5.216 2.417 -4.033  -0.008
C 6.737 2.261 -3.885  -0.012
C 4.907 3.861 -4.447  -0.003
C 4.733 1.473 -5.149  -0.010
H 1.279 -4.027 1.391  -0.003
H 0.032 -3.366 0.298  0.013
H 0.012 -2.907 2.006  -0.016
H 2.484 -1.454 -1.103  -0.037
H 4.218 -1.735 -1.371  0.001
H 4.958 -0.061 -2.891  0.001
H 4.179 4.040 -2.038  -0.001
H 2.514 4.649 -0.510  -0.004
H 3.362 3.952 0.850  -0.005
H 0.418 4.233 -1.078  -0.006
H -2.394 2.936 1.845  0.009
H -1.747 2.491 3.900  -0.002
H -0.107 2.872 4.415  -0.005
H -1.759 1.226 5.857  -0.001
H 0.365 -2.448 6.063  0.000
H 1.274 -3.212 3.571  -0.002
H 2.338 -2.571 4.782  -0.001
H 4.235 -1.740 4.415  0.000
H 5.705 -0.651 0.572  0.000
H 7.792 -1.190 1.491  0.000
H 8.500 -0.272 2.810  0.000
H 7.270 0.479 1.798  0.000
H 7.143 -3.045 3.037  0.000
H 6.363 -2.698 4.580  0.000
H 8.004 -2.149 4.286  0.000
H 5.980 0.996 3.983  0.000
H 7.318 0.227 4.847  0.000
H 5.672 -0.305 5.137  0.000
H -3.571 -0.185 6.430  0.000
H -2.751 0.646 7.762  0.000
H -3.707 -0.789 8.074  0.000
H -2.746 -2.629 5.800  0.000
H -3.048 -2.962 7.506  0.000
H -1.487 -3.356 6.801  0.000
H -0.703 -0.276 8.766  0.000
H -0.084 -1.865 8.324  0.000
H -1.575 -1.727 9.253  0.000
H 3.543 3.656 2.927  0.000
H 3.710 2.097 2.045  -0.003
H 3.593 2.127 3.817  0.000
H -1.393 3.494 -2.492  -0.001
H -1.297 5.230 -2.142  0.000
H -2.809 4.522 -2.671  0.000
H -3.107 2.082 -1.005  0.010
H -4.273 3.381 -1.242  -0.001
H -3.854 2.873 0.383  0.001
H -2.112 6.135 0.061  0.001
H -3.218 5.172 1.035  0.000
H -3.714 5.737 -0.558  0.000
H 7.135 3.014 -3.210  0.001
H 7.206 2.387 -4.858  -0.001
H 6.992 1.276 -3.501  0.002
H 5.303 4.574 -3.727  0.000
H 3.835 4.022 -4.557  0.001
H 5.386 4.069 -5.401  0.000
H 5.160 0.480 -5.042  0.000
H 5.051 1.861 -6.113  0.000
H 3.648 1.387 -5.156  0.002
C -11.895 -0.197 -6.108  0.000
O -10.594 0.164 -6.525  0.000
C -9.551 0.007 -5.703  0.000
C -9.599 -0.564 -4.426  0.000
C -8.452 -0.669 -3.668  0.000
C -7.224 -0.207 -4.151  0.000
C -7.183 0.370 -5.432  0.000
C -8.317 0.467 -6.192  0.000
C -5.999 -0.279 -3.400  0.001
N -4.832 0.135 -3.862  -0.002
C -3.942 -0.041 -2.866  -0.012
C -4.580 -0.586 -1.735  0.007
N -5.881 -0.748 -2.113  -0.001
C -3.907 -0.812 -0.511  -0.035
C -4.452 -1.377 0.649  0.060
C -3.661 -1.459 1.776  -0.037
C -2.358 -0.983 1.758  0.060
N -1.782 -0.459 0.667  -0.122
C -2.551 -0.392 -0.464  0.000
C -1.884 0.124 -1.608  0.062
N -0.574 0.471 -1.412  -0.247
C 0.083 0.938 -2.481  0.065
C -0.485 1.039 -3.743  -0.025
C -1.813 0.717 -3.943  0.052
C -2.550 0.267 -2.848  -0.004
H -12.547 0.036 -6.948  0.000
H -12.219 0.389 -5.244  0.000
H -11.952 -1.264 -5.878  0.000
H -10.529 -0.935 -4.025  0.000
H -8.532 -1.120 -2.689  0.000
H -6.240 0.742 -5.798  0.000
H -8.300 0.897 -7.181  0.000
H -6.635 -1.106 -1.551  0.000
H -5.469 -1.731 0.664  0.000
H -4.047 -1.892 2.683  0.001
H -1.774 -1.018 2.667  0.036
H 1.109 1.246 -2.329  0.029
H 0.127 1.375 -4.564  0.001
H -2.294 0.810 -4.901  -0.002
C -1.355 -4.888 -4.823  0.000
N -0.141 -5.242 -4.140  0.000
C 0.632 -6.339 -4.395  0.000
C 1.694 -6.291 -3.555  0.000
N 1.565 -5.162 -2.791  0.000
C 2.486 -4.747 -1.772  -0.005
C 0.439 -4.518 -3.162  0.007
Se -0.187 -2.923 -2.504  0.010
H -1.804 -5.778 -5.258  0.000
H -1.163 -4.156 -5.610  0.000
H -2.040 -4.441 -4.105  0.000
H 0.375 -7.067 -5.137  0.000
H 2.522 -6.961 -3.438  0.000
H 2.603 -5.544 -1.037  0.000
H 2.096 -3.852 -1.291  0.000
H 3.460 -4.524 -2.211  0.000

# 2
Here is a cluster of 12 separate species, C72H125N22O19P5 in total at a distorted geometry from the Open Molecules 2025 dataset. Energies are from the ωB97M-V functional and the def2-TZVPD basis.

As for the SMILES: CN(C)P(=O)(N(C)C)N(C)C.CN(C)P(=O)(N(C)C)N(C)C.CN(C)P(=O)(N(C)C)N(C)C.CN(C)P(=O)(N(C)C)N(C)C.CN(C)P(=O)(N(C)C)N(C)C.O=[N+]([O-])c1ccccc1.O=[N+]([O-])c1ccccc1.O=[N+]([O-])c1ccccc1.O=[N+]([O-])c1ccccc1.O=[N+]([O-])c1ccccc1.O=[N+]([O-])c1ccccc1.O=[N+]([O-])c1ccccc1. As for the HOMO-LUMO gap: 7.47 eV. Its spin multiplicity is 1.

Each line ends with the Löwdin charge.
Cartesian coordinates (Å):
C 0.241 3.994 -0.367  -0.095
N -0.771 3.849 -1.413  -0.281
C -0.432 2.739 -2.329  -0.086
P -2.353 4.331 -1.161  0.552
O -3.277 3.254 -0.718  -0.285
N -2.284 5.696 -0.183  -0.298
C -3.211 5.866 0.927  -0.112
C -1.601 6.929 -0.625  -0.088
N -2.819 4.981 -2.634  -0.284
C -4.122 4.589 -3.170  -0.122
C -1.869 5.205 -3.712  -0.131
H 0.121 5.007 0.019  0.057
H 1.239 3.977 -0.804  0.063
H 0.170 3.252 0.432  0.082
H 0.503 3.001 -2.815  0.083
H -1.233 2.609 -3.060  0.066
H -0.482 1.803 -1.767  0.069
H -3.017 5.052 1.635  0.067
H -2.993 6.739 1.541  0.081
H -4.253 5.859 0.610  0.066
H -1.639 7.638 0.194  0.077
H -0.554 6.696 -0.830  0.065
H -2.026 7.322 -1.551  0.075
H -4.772 4.437 -2.308  0.049
H -4.632 5.399 -3.699  0.085
H -4.086 3.731 -3.846  0.091
H -1.525 4.268 -4.161  0.061
H -1.016 5.800 -3.384  0.076
H -2.297 5.759 -4.551  0.086
C 6.598 -5.481 3.700  -0.130
N 5.581 -6.454 4.054  -0.310
C 6.049 -7.738 4.531  -0.116
P 3.923 -6.196 3.789  0.555
O 3.135 -7.430 3.946  -0.285
N 3.488 -4.951 4.846  -0.288
C 4.287 -3.747 5.002  -0.106
C 2.077 -4.866 5.261  -0.104
N 3.946 -5.437 2.269  -0.310
C 4.626 -6.119 1.177  -0.103
C 2.912 -4.516 1.829  -0.095
H 6.136 -4.658 3.155  0.063
H 7.271 -5.884 2.934  0.083
H 7.114 -5.080 4.572  0.084
H 6.646 -8.250 3.766  0.079
H 5.196 -8.378 4.744  0.068
H 6.688 -7.635 5.412  0.079
H 3.831 -2.992 5.635  0.059
H 5.285 -3.875 5.429  0.075
H 4.462 -3.373 3.986  0.057
H 1.528 -5.628 4.711  0.069
H 2.010 -5.062 6.333  0.082
H 1.657 -3.877 5.067  0.058
H 4.990 -5.378 0.462  0.076
H 5.444 -6.727 1.556  0.074
H 3.899 -6.762 0.663  0.088
H 1.957 -5.058 1.771  0.090
H 3.159 -4.205 0.816  0.055
H 2.769 -3.657 2.484  0.063
C -6.121 1.210 4.194  -0.103
N -5.974 2.506 3.560  -0.296
C -4.643 2.817 3.067  -0.113
P -7.139 3.679 3.856  0.533
O -8.489 3.213 3.491  -0.277
N -6.959 4.014 5.516  -0.306
C -5.740 3.861 6.272  -0.134
C -8.109 4.505 6.241  -0.123
N -6.641 5.090 3.138  -0.283
C -5.651 5.985 3.724  -0.106
C -6.844 5.297 1.692  -0.082
H -7.125 0.821 4.037  0.079
H -5.883 1.254 5.262  0.073
H -5.403 0.519 3.746  0.084
H -3.895 2.594 3.837  0.085
H -4.469 3.820 2.691  0.038
H -4.384 2.182 2.211  0.070
H -5.808 3.002 6.955  0.079
H -4.833 3.716 5.690  0.070
H -5.600 4.708 6.951  0.084
H -8.040 4.327 7.317  0.081
H -8.327 5.577 6.154  0.079
H -9.026 4.006 5.924  0.072
H -5.778 6.976 3.284  0.085
H -5.805 6.189 4.784  0.075
H -4.626 5.641 3.567  0.064
H -7.863 5.030 1.419  0.072
H -6.126 4.681 1.145  0.068
H -6.719 6.351 1.455  0.083
C 9.028 0.091 1.863  -0.124
N 8.704 0.512 3.213  -0.308
C 9.868 0.585 4.113  -0.098
P 7.236 -0.037 3.853  0.553
O 7.239 -1.459 4.276  -0.286
N 6.952 1.024 5.128  -0.289
C 6.566 0.477 6.419  -0.097
C 7.054 2.468 4.996  -0.108
N 6.146 0.361 2.623  -0.300
C 5.341 -0.713 2.059  -0.104
C 6.065 1.682 2.026  -0.101
H 9.902 0.585 1.443  0.082
H 8.128 0.131 1.247  0.062
H 9.266 -0.986 1.816  0.086
H 9.912 1.603 4.502  0.070
H 10.806 0.399 3.591  0.077
H 9.823 -0.171 4.898  0.080
H 5.537 0.793 6.625  0.063
H 6.440 -0.601 6.329  0.067
H 7.270 0.742 7.208  0.085
H 6.125 2.878 4.589  0.063
H 7.296 2.904 5.965  0.087
H 7.810 2.855 4.310  0.071
H 5.028 -1.349 2.893  0.051
H 4.505 -0.416 1.432  0.070
H 5.998 -1.415 1.526  0.080
H 6.974 2.262 2.164  0.075
H 5.210 2.250 2.413  0.063
H 5.824 1.549 0.966  0.074
C -4.612 -2.305 -6.069  -0.094
N -3.650 -2.774 -5.078  -0.300
C -4.188 -3.535 -3.971  -0.112
P -1.971 -2.669 -5.276  0.557
O -1.125 -2.908 -4.078  -0.282
N -1.673 -3.805 -6.480  -0.300
C -0.955 -5.032 -6.216  -0.115
C -2.148 -3.630 -7.838  -0.125
N -1.741 -1.174 -5.976  -0.296
C -2.215 -0.014 -5.202  -0.084
C -0.546 -0.920 -6.773  -0.103
H -4.136 -1.707 -6.843  0.076
H -5.337 -1.683 -5.539  0.065
H -5.037 -3.199 -6.533  0.083
H -3.479 -3.629 -3.149  0.073
H -4.659 -4.490 -4.215  0.082
H -4.954 -2.886 -3.519  0.066
H -0.254 -4.969 -5.384  0.052
H -1.639 -5.867 -6.027  0.084
H -0.327 -5.297 -7.071  0.081
H -1.525 -4.090 -8.613  0.084
H -3.148 -4.039 -7.999  0.077
H -2.083 -2.590 -8.166  0.068
H -1.562 0.852 -5.313  0.080
H -3.203 0.267 -5.567  0.071
H -2.213 -0.250 -4.140  0.048
H 0.226 -0.380 -6.221  0.064
H -0.775 -0.334 -7.667  0.086
H -0.157 -1.886 -7.100  0.076
O 5.398 -5.920 -4.202  0.096
N 4.827 -5.457 -3.249  -0.361
O 5.328 -4.765 -2.390  0.058
C 3.396 -5.754 -3.114  -0.136
C 2.688 -6.440 -4.099  0.002
C 1.350 -6.758 -3.900  -0.079
C 0.657 -6.227 -2.820  -0.057
C 1.371 -5.460 -1.909  -0.068
C 2.731 -5.242 -1.994  -0.018
H 3.145 -6.824 -5.000  0.119
H 0.874 -7.438 -4.593  0.109
H -0.390 -6.398 -2.614  0.113
H 0.852 -5.175 -1.002  0.108
H 3.223 -4.643 -1.245  0.085
O 6.317 -1.015 -6.067  0.088
N 5.524 -0.116 -6.017  -0.366
O 5.637 0.952 -6.572  0.080
C 4.322 -0.306 -5.197  -0.150
C 3.464 0.766 -4.959  0.003
C 2.242 0.525 -4.348  -0.069
C 1.932 -0.753 -3.893  -0.074
C 2.830 -1.794 -4.054  -0.050
C 4.021 -1.583 -4.739  0.002
H 3.786 1.744 -5.289  0.122
H 1.424 1.221 -4.210  0.097
H 1.016 -0.899 -3.334  0.096
H 2.633 -2.725 -3.538  0.101
H 4.805 -2.325 -4.821  0.119
O 3.167 3.357 3.605  0.064
N 3.192 3.058 4.781  -0.348
O 3.337 3.884 5.666  0.065
C 2.970 1.648 5.156  -0.156
C 2.714 0.736 4.148  0.004
C 2.474 -0.574 4.518  -0.058
C 2.331 -0.929 5.862  -0.074
C 2.521 0.056 6.821  -0.060
C 2.871 1.376 6.510  -0.006
H 2.781 1.033 3.112  0.115
H 2.393 -1.317 3.734  0.094
H 1.873 -1.879 6.092  0.092
H 2.431 -0.180 7.875  0.109
H 3.120 2.181 7.183  0.119
O -6.065 0.753 -4.721  0.088
N -5.898 0.189 -3.668  -0.347
O -4.789 -0.005 -3.197  0.045
C -7.034 -0.218 -2.875  -0.169
C -8.302 0.054 -3.371  0.012
C -9.408 -0.283 -2.608  -0.056
C -9.234 -0.835 -1.357  -0.071
C -7.974 -1.192 -0.886  -0.059
C -6.856 -0.868 -1.660  -0.014
H -8.447 0.533 -4.328  0.125
H -10.414 -0.085 -2.951  0.112
H -10.062 -1.114 -0.715  0.111
H -7.882 -1.701 0.062  0.111
H -5.892 -1.093 -1.227  0.117
O 2.577 1.616 -0.896  0.061
N 3.547 2.092 -1.457  -0.332
O 3.618 3.280 -1.724  0.069
C 4.659 1.236 -1.828  -0.175
C 5.796 1.815 -2.380  0.002
C 6.860 0.974 -2.609  -0.067
C 6.801 -0.398 -2.381  -0.054
C 5.617 -0.955 -1.918  -0.049
C 4.507 -0.133 -1.687  -0.009
H 5.893 2.886 -2.468  0.122
H 7.849 1.298 -2.915  0.112
H 7.656 -1.029 -2.580  0.114
H 5.476 -2.017 -1.765  0.105
H 3.588 -0.585 -1.348  0.097
O -8.693 5.079 -3.037  0.085
N -7.843 4.235 -2.884  -0.353
O -7.057 3.890 -3.745  0.066
C -7.785 3.496 -1.629  -0.139
C -6.732 2.644 -1.303  -0.011
C -6.805 1.922 -0.122  -0.078
C -7.909 1.987 0.694  -0.087
C -8.973 2.790 0.344  -0.079
C -8.951 3.489 -0.861  -0.002
H -5.858 2.477 -1.917  0.102
H -5.904 1.369 0.116  0.107
H -8.009 1.420 1.611  0.101
H -9.891 2.862 0.911  0.114
H -9.860 4.007 -1.129  0.119
O 1.834 -1.141 0.966  0.048
N 1.241 -1.429 -0.059  -0.323
O 1.678 -2.258 -0.829  0.058
C -0.089 -0.864 -0.246  -0.158
C -0.879 -1.380 -1.255  -0.002
C -2.113 -0.789 -1.481  -0.061
C -2.548 0.267 -0.694  -0.067
C -1.794 0.713 0.400  -0.059
C -0.586 0.078 0.628  -0.011
H -0.555 -2.193 -1.893  0.093
H -2.713 -1.137 -2.311  0.075
H -3.502 0.717 -0.938  0.082
H -2.213 1.473 1.042  0.095
H 0.120 0.415 1.378  0.116

Number 1: electronic energy -5937.57366 hartree. Number 2: electronic energy -7159.09647 hartree.